No. 1
This record from OMol25 describes C19H30BClN6PtTe4 as an isolated structure in a non-equilibrium geometry. The level of theory is ωB97M-V with the def2-TZVPD basis set.

## Properties
Total energy, eV: -74751.07775
Gap between HOMO and LUMO, eV: 4.99
Max |F|, hartree/bohr: 0.04139
LUMO, eV: -2.177

Structure (ORCA input):
```
! wB97M-V def2-TZVPD RIJCOSX def2/J DEFGRID3
* xyz 0 1
Pt 0.45243 0.10319 0.29344
C 2.31242 -3.00636 1.12339
C 2.75811 -3.14657 -0.32590
C 4.09456 -2.44621 -0.58215
C 1.71264 -2.66435 -1.29286
C 1.47210 -3.16284 -2.58093
C 0.36650 -2.47248 -3.02748
N 0.00328 -1.60084 -2.07835
N 0.81883 -1.72210 -1.00370
B -1.35741 -0.88406 -1.90949
N -1.18949 0.66433 -1.91845
C -1.21088 1.48020 -2.98092
C -1.38488 2.77272 -2.53609
C -1.50193 2.65616 -1.14470
N -1.37810 1.38317 -0.77463
C -1.90317 3.72755 -0.17103
C -3.43222 3.84408 -0.17043
C -1.40444 3.46499 1.24305
N -1.97190 -1.29693 -0.54676
C -3.14323 -1.90941 -0.35498
C -3.35070 -2.05030 0.99740
C -2.22942 -1.46300 1.59431
N -1.39482 -1.02199 0.65568
C -1.94879 -1.29952 3.05573
C -2.17271 0.15166 3.48889
C -2.80184 -2.23348 3.90839
H 3.11776 -3.29001 1.80128
H 1.44651 -3.63672 1.33052
H 2.02409 -1.97808 1.34545
H 2.88850 -4.21248 -0.54129
H 3.99179 -1.36886 -0.43400
H 4.43681 -2.61459 -1.60403
H 4.86003 -2.81296 0.10358
H 2.01458 -3.94070 -3.08664
H -0.18623 -2.54042 -3.94745
H -2.06853 -1.22618 -2.81497
H -1.08773 1.09005 -3.97668
H -1.45176 3.66883 -3.12654
H -1.48923 4.67363 -0.53507
H -3.87284 2.90848 0.17860
H -3.81622 4.04511 -1.17037
H -3.75703 4.64905 0.48976
H -1.81723 2.52648 1.61042
H -1.72745 4.26521 1.91003
H -0.31649 3.40301 1.28450
H -3.74533 -2.20405 -1.19592
H -4.18970 -2.50764 1.48741
H -0.89760 -1.56757 3.21235
H -3.23239 0.40372 3.41699
H -1.63606 0.84749 2.84483
H -1.85488 0.30656 4.52260
H -3.85771 -1.96958 3.83704
H -2.50865 -2.15568 4.95571
H -2.68716 -3.27245 3.60148
Te 1.21070 0.73136 2.79505
Te 1.43347 -1.31570 4.57694
Te 4.38992 -1.26582 4.14423
Te 3.89978 0.55808 2.27074
Cl 2.27648 2.85235 0.62033
C 1.71187 1.48930 -0.44617
H 2.63220 1.08066 -0.87160
H 1.13499 1.97903 -1.23702
*
```

---

No. 2
This record from OMol25 describes one molecule with the formula C3H5N3 in a non-equilibrium geometry. The level of theory is ωB97M-V with the def2-TZVPD basis set.

## Properties
Total energy, eV: -7660.51255
Gap between HOMO and LUMO, eV: 9.33
Max |F|, hartree/bohr: 0.02939
LUMO, eV: 0.801

Structure (ORCA input):
```
! wB97M-V def2-TZVPD RIJCOSX def2/J DEFGRID3
* xyz 0 1
C 0.93001 0.55876 -1.01830
C 0.18859 0.12445 0.22506
C -1.05388 -0.59865 -0.02428
N -1.72042 -1.03399 1.00998
N -2.25643 -1.38624 1.94109
N 0.57214 0.31792 1.42959
H 0.24725 0.94834 -1.78004
H 1.66017 1.33561 -0.77496
H 1.46267 -0.29381 -1.45446
H -1.48283 -0.80465 -0.99430
H 1.45272 0.83226 1.44063
*
```

---

No. 3
This record from OMol25 describes one molecule with the formula C3H5N3. The level of theory is ωB97M-V with the def2-TZVPD basis set.

## Properties
Total energy, eV: -7660.98461
Gap between HOMO and LUMO, eV: 7.20
Max |F|, hartree/bohr: 0.00868
LUMO, eV: 0.660

Structure (ORCA input):
```
! wB97M-V def2-TZVPD RIJCOSX def2/J DEFGRID3
* xyz 0 1
N -1.80006 -0.97857 0.87146
C -0.71577 -0.48878 0.36189
C 0.67548 -0.75851 0.36796
N 1.30918 0.26244 -0.32264
C 0.43130 1.13043 -0.79840
N -0.78510 0.68832 -0.43887
H -1.55537 -1.77640 1.45254
H 2.28441 0.47379 -0.19276
H 1.22115 -1.62742 0.69511
H 0.65207 2.01761 -1.37031
H -1.66639 1.13069 -0.64741
*
```

---

No. 4
This record from OMol25 describes one molecule with the formula C9H15BrN2 in a non-equilibrium geometry. The level of theory is ωB97M-V with the def2-TZVPD basis set.

## Properties
Total energy, eV: -82597.68637
Gap between HOMO and LUMO, eV: 10.16
Max |F|, hartree/bohr: 0.07035
LUMO, eV: 0.558

Structure (ORCA input):
```
! wB97M-V def2-TZVPD RIJCOSX def2/J DEFGRID3
* xyz 0 1
C 0.85858 -1.19940 1.83755
C 0.82691 -0.15296 0.75358
Br 2.74147 -0.10334 -0.01736
C 0.41085 1.18418 1.24146
C 0.32701 2.17825 0.06533
C -0.83692 1.80213 -0.84050
C -0.42320 0.49097 -1.55455
C -0.08547 -0.61974 -0.59392
C 0.64243 -1.83388 -1.37404
N -1.39090 -1.22056 -0.18464
C -2.27612 -0.55760 0.57186
N -3.18199 -0.10186 1.13693
H 1.49911 -1.99568 1.50043
H -0.17255 -1.70125 1.87954
H 1.42585 -0.92165 2.80365
H 1.09492 1.40522 2.06431
H -0.52615 1.10108 1.75295
H 1.24732 2.18634 -0.64074
H 0.13736 3.16237 0.44969
H -1.77421 1.65462 -0.33606
H -1.10374 2.54096 -1.61549
H -1.19847 0.31464 -2.26423
H 0.54451 0.85984 -2.03458
H 1.06451 -2.40722 -0.49787
H 1.39041 -1.39681 -2.04927
H 0.04929 -2.43845 -2.00951
H -1.29078 -2.23018 -0.04455
*
```

---

No. 5
This record from OMol25 describes C17H38IrNO6PSSiTe as an isolated structure in a non-equilibrium geometry. The level of theory is ωB97M-V with the def2-TZVPD basis set.

## Properties
Total energy, eV: -70141.43652
Gap between HOMO and LUMO (alpha / beta), eV: 8.26 / 6.88
Max |F|, hartree/bohr: 0.07233
LUMO (alpha / beta), eV: -5.994 / -8.765

Structure (ORCA input):
```
! wB97M-V def2-TZVPD RIJCOSX def2/J DEFGRID3
* xyz 2 6
Ir -0.45604 1.20301 2.35628
C -0.59330 -0.77169 -3.43361
C 0.21174 0.10277 -2.51926
C 1.72088 -0.16745 -2.70098
C 0.10024 1.60053 -2.78645
O -0.25548 -0.04852 -1.12811
Si -0.76491 -1.46169 -0.43168
S -0.99834 -0.75100 1.75887
O 0.48846 -2.48479 -0.13997
C 0.82149 -3.76868 0.56880
C -0.40925 -4.28031 1.21876
C 1.89612 -3.43195 1.57668
C 1.31911 -4.80108 -0.42539
O -2.08990 -2.18541 -0.87890
C -3.57533 -2.35187 -0.80704
C -3.95155 -3.01616 0.49387
C -4.10831 -3.15546 -1.98305
C -4.09942 -0.99032 -0.97429
H -0.40458 -0.40036 -4.46404
H -1.62771 -0.72087 -3.26550
H -0.16955 -1.75079 -3.33391
H 1.95780 0.12027 -3.65796
H 2.07709 -1.21015 -2.47868
H 2.22072 0.49513 -2.00063
H 0.47870 1.80168 -3.82079
H 0.68099 2.22664 -2.15632
H -0.89435 1.98750 -2.83302
H -0.85312 -3.58041 1.98927
H -0.25274 -5.22517 1.76070
H -1.18817 -4.50731 0.48262
H 1.48749 -2.74466 2.40135
H 2.79001 -2.99994 1.12299
H 2.23584 -4.26407 2.13091
H 0.54759 -5.00509 -1.15735
H 1.50194 -5.79633 0.14610
H 2.19856 -4.63551 -0.95897
H -3.78454 -4.09357 0.40234
H -4.94531 -2.91718 0.80085
H -3.29818 -2.74680 1.35392
H -3.60543 -4.12151 -1.98012
H -3.89786 -2.68493 -2.94328
H -5.13911 -3.38391 -1.81298
H -3.83678 -0.29860 -0.19454
H -5.17032 -1.12136 -0.90296
H -3.87424 -0.49840 -1.95331
N 0.64691 0.44717 5.31065
C 0.25305 0.76012 4.30358
H 1.06456 -0.03110 6.08441
C 4.17900 4.57659 3.35589
C 3.67519 4.58391 1.93591
O 2.32109 3.91048 2.08444
P 1.43549 3.26997 1.03783
O -0.04169 3.10100 1.41733
Te 2.09312 0.82888 1.00368
O 1.52052 4.06822 -0.28461
C 0.32249 4.93366 -0.69649
C 0.38074 6.26963 0.04876
H 5.09590 5.21262 3.42770
H 4.40591 3.56446 3.62335
H 3.36572 4.90727 3.94224
H 4.20596 3.95574 1.25188
H 3.50563 5.54131 1.48065
H -0.55341 4.34927 -0.61916
H 0.48707 5.02998 -1.80315
H 0.18880 6.12995 1.06357
H -0.40572 6.79836 -0.37205
H 1.36269 6.62828 -0.03762
*
```

---

No. 6
This record from OMol25 describes C40H42AsCl5MnN4PS2 as an isolated structure. The level of theory is ωB97M-V with the def2-TZVPD basis set.

## Properties
Total energy, eV: -233845.21079
Gap between HOMO and LUMO (alpha / beta), eV: 7.60 / 7.56
Max |F|, hartree/bohr: 0.01761
LUMO (alpha / beta), eV: -2.781 / -2.839

Structure (ORCA input):
```
! wB97M-V def2-TZVPD RIJCOSX def2/J DEFGRID3
* xyz 1 6
Mn -0.13458 -1.78397 -1.22085
Cl -1.86928 -5.06669 -2.13745
C -0.14022 -5.03068 -1.89392
C 0.47459 -3.82695 -1.57193
C 1.84861 -3.92657 -1.38202
Cl 2.67575 -2.45699 -0.89258
C 2.59713 -5.08746 -1.51355
Cl 4.29308 -5.09203 -1.25950
C 1.92601 -6.26088 -1.85874
Cl 2.79736 -7.72445 -2.04678
C 0.54361 -6.23408 -2.04635
Cl -0.28716 -7.67916 -2.46634
S 1.24124 -0.49073 -3.27393
C -0.17933 0.27080 -3.65112
N -2.73981 -1.10377 -3.45497
C -3.17504 0.02604 -4.33568
C -2.06701 0.68437 -5.18121
N -0.70219 0.29869 -4.86567
H -3.60887 -1.52688 -3.10606
H -3.64734 0.74229 -3.66488
H -3.93073 -0.38427 -4.99951
H -2.16663 1.76788 -5.08900
H -2.20515 0.42795 -6.23029
H -0.18587 -0.20564 -5.57431
C -3.20953 -2.58774 -0.02219
C -3.96216 -1.44310 -0.68620
N -3.15441 -0.34623 -1.24917
C -2.01598 -0.68499 -2.09478
S -1.25843 0.96426 -2.41357
N -2.03829 -2.12471 -4.21037
C -2.89654 -3.28816 -4.48507
C -3.93236 -3.03809 -5.56487
H -3.79802 -3.50295 -0.04633
H -2.96849 -2.37119 1.01529
H -2.27769 -2.81662 -0.54985
H -4.63607 -0.96623 0.02824
H -4.63551 -1.82810 -1.46467
H -2.86910 0.28588 -0.50981
H -1.27118 -2.40201 -3.59024
H -3.37125 -3.64548 -3.56101
H -2.20971 -4.07302 -4.80009
H -4.74783 -2.39771 -5.22917
H -4.38585 -3.98158 -5.86152
H -3.47501 -2.58986 -6.44475
C -0.14296 1.71819 0.91001
C 0.03245 2.25096 2.32810
As -0.13450 4.22950 2.31375
C 1.47893 4.51996 1.25042
C 2.74027 4.13361 1.69599
C 3.85231 4.31814 0.89211
C 3.71536 4.88483 -0.36869
C 2.46464 5.27198 -0.82035
C 1.35020 5.09411 -0.00901
C 0.62333 4.60341 4.07233
C 0.61765 3.67618 5.10782
C 1.13575 4.00936 6.35336
C 1.66408 5.27028 6.57236
C 1.66898 6.20269 5.54456
C 1.14673 5.87294 4.30497
P 0.44351 0.01674 0.62563
C -0.40617 -1.04433 1.84544
C -1.58010 -0.65401 2.49126
C -2.23941 -1.52584 3.34454
C -1.75483 -2.81113 3.53872
C -0.60450 -3.22184 2.87565
C 0.06831 -2.34334 2.04056
C 2.16230 0.07294 1.18411
C 3.09081 0.55560 0.26123
C 4.42745 0.66083 0.60653
C 4.84576 0.27941 1.87303
C 3.92473 -0.19937 2.79512
C 2.58552 -0.30269 2.45408
H 0.47775 2.29673 0.21196
H -1.16720 1.81982 0.53820
H 1.02046 1.99873 2.71607
H -0.71136 1.84215 3.01073
H 2.85880 3.70064 2.68377
H 4.82899 4.02294 1.25090
H 4.58634 5.03463 -0.99229
H 2.35599 5.72533 -1.79666
H 0.37510 5.41260 -0.36105
H 0.21228 2.68314 4.96274
H 1.12492 3.27890 7.15134
H 2.06980 5.52832 7.54083
H 2.07835 7.18989 5.70986
H 1.15952 6.61153 3.51073
H -1.97805 0.34180 2.34790
H -3.13599 -1.20207 3.85579
H -2.27001 -3.48952 4.20339
H -0.22012 -4.22138 3.01679
H 0.98732 -2.66664 1.55461
H 2.77059 0.83897 -0.73554
H 5.14122 1.03624 -0.11384
H 5.89043 0.35026 2.14143
H 4.25025 -0.49568 3.78272
H 1.87332 -0.67562 3.18274
*
```

---

Q: Which value of total energy does entry 6 give?
A: -233845.21079 eV

---

Q: What is the max |F| in the sixth record?
A: 0.01761 hartree/bohr

---

Q: The highest max |F| belongs to which entry?
A: C17H38IrNO6PSSiTe

---

Q: Which value of total energy does entry 4 give?
A: -82597.68637 eV